1.
37
Properties=species:S:1:pos:R:3:forces:R:3:nbo_charge:R:1 method="wB97M-V/def2-TZVPD" homo_ev=-13.68 e_above_lowest_kcal_mol=0.0 total_charge=+2 homo_lumo_gap_ha=0.20243
O 0.041331 0.074773 -6.669377 -0.03 -0.01 6.07 -0.28
C 0.037797 0.076668 -5.500913 0.04 0.04 -11.00 0.53
Pb 0.042819 0.072356 -3.249386 -0.07 -0.01 4.35 0.75
O 2.099762 -2.548842 -3.295355 -3.36 4.39 0.39 -0.28
C 1.376666 -1.636749 -3.293651 7.32 -9.69 -0.82 0.51
C -1.292664 1.795169 -3.295360 -6.61 9.33 -1.35 0.48
O -2.013593 2.697552 -3.302229 2.59 -3.52 0.45 -0.30
C -1.666453 -1.266860 -3.281490 -9.23 -7.78 -0.92 0.49
O -2.581998 -1.978769 -3.298985 3.84 3.22 0.46 -0.29
C 1.747702 1.417866 -3.287454 9.32 7.56 -0.89 0.50
O 2.666634 2.128711 -3.296917 -4.09 -3.29 0.42 -0.29
C -1.113041 0.712346 3.258535 -0.26 0.33 0.99 -0.44
N -1.148461 0.640298 1.824899 -1.33 0.74 0.74 -0.13
N -0.180543 0.151075 1.053411 1.67 -0.74 -1.03 -0.18
C -0.531240 0.349487 -0.234866 0.09 -0.05 0.76 0.55
O 0.321110 -0.079499 -1.083754 -0.24 -0.12 0.18 -0.82
C -1.798509 0.999502 -0.259056 1.20 -0.61 -1.61 -0.44
C -2.124150 1.169144 1.055895 0.05 -0.18 0.18 0.28
C -3.346247 1.824965 1.555017 0.16 -0.08 0.00 -0.66
C 1.046413 -0.592586 1.414705 -0.22 -0.13 0.54 0.18
C 1.005366 -1.483663 2.492631 0.41 -0.09 -0.15 -0.26
C 2.154994 -2.207786 2.845893 0.10 0.27 -0.41 -0.18
C 3.338692 -2.069808 2.107835 -0.36 0.13 -0.02 -0.17
C 3.366594 -1.202818 1.006380 -0.57 -0.07 0.43 -0.20
C 2.227083 -0.465748 0.656074 0.18 0.03 0.41 -0.23
H -0.175108 0.353449 3.677914 -0.11 0.12 -0.27 0.26
H -1.940669 0.123737 3.655698 0.12 -0.04 0.15 0.23
H -1.252600 1.753206 3.561282 0.07 -0.13 0.03 0.24
H -2.365319 1.293107 -1.160933 0.28 -0.21 1.09 0.22
H -3.922711 1.123289 2.139798 -0.28 -0.02 0.36 0.25
H -3.079859 2.695404 2.137067 -0.15 0.25 0.35 0.25
H -3.941976 2.143784 0.704303 -0.04 0.02 0.05 0.25
H 0.091617 -1.634915 3.059489 0.15 -0.03 -0.14 0.23
H 2.119269 -2.888981 3.693707 -0.03 0.16 -0.20 0.24
H 4.230580 -2.639181 2.385588 -0.37 0.23 -0.10 0.24
H 4.281510 -1.093026 0.427111 -0.24 0.02 0.10 0.23
H 2.279184 0.193343 -0.203491 0.01 -0.05 0.42 0.22


2.
42
Properties=species:S:1:pos:R:3:forces:R:3:nbo_charge:R:1 method="wB97M-V/def2-TZVPD" homo_ev="-4.61 / -4.73" spin_multiplicity=2 total_charge=-1 homo_lumo_gap_ha="0.21822 / 0.22296"
Ti -1.003931 1.731029 -0.317912 -0.60 1.87 -0.75 1.02
O 0.587399 -3.305724 4.139113 -0.03 -0.03 0.06 -0.72
C 0.013405 -2.064550 4.518107 0.03 0.03 0.00 -0.09
C 0.103189 -1.089932 3.379763 -0.06 0.13 -0.10 0.04
C -0.032137 0.271934 3.615639 0.08 -0.01 0.00 -0.23
C -0.075681 1.149286 2.547851 -0.06 -0.06 -0.03 0.12
N 0.015238 0.726817 1.288495 0.20 -0.46 0.41 -0.49
C 0.225330 -0.574390 1.063155 0.03 -0.32 -0.75 0.19
C 0.261559 -1.521808 2.066570 0.03 0.23 0.21 -0.23
C 0.380929 -0.926737 -0.390571 0.09 -0.06 0.68 0.30
C 0.911266 -2.139474 -0.802524 -0.09 0.16 -0.29 -0.27
C 1.043320 -2.374653 -2.166177 -0.01 0.05 0.09 0.02
C 1.604998 -3.679005 -2.676445 -0.05 0.03 -0.11 -0.09
O 2.400868 -4.367393 -1.733716 0.02 0.01 0.05 -0.71
C 0.638179 -1.380809 -3.050356 -0.03 0.10 -0.05 -0.25
C 0.120048 -0.195535 -2.559900 0.06 -0.04 0.19 0.09
N 0.005869 0.024994 -1.249124 -0.06 -0.36 0.01 -0.50
H 0.266817 -3.983585 4.740679 0.03 0.02 -0.04 0.47
H 0.525892 -1.643072 5.389910 -0.01 -0.03 0.00 0.17
H -1.044318 -2.188700 4.775856 0.01 0.03 -0.01 0.19
H -0.146387 0.662058 4.617938 0.01 -0.04 0.03 0.22
H -0.213949 2.215022 2.677620 -0.11 -0.05 0.04 0.23
H 0.374703 -2.571117 1.847689 0.01 -0.03 0.02 0.24
H 1.218365 -2.884311 -0.085070 0.02 -0.03 0.00 0.23
H 2.155547 -3.498255 -3.607000 -0.02 0.01 0.03 0.17
H 0.777161 -4.349617 -2.917289 0.02 0.00 0.01 0.20
H 3.135772 -3.796932 -1.483441 0.02 -0.03 -0.01 0.47
H 0.728063 -1.502331 -4.121676 0.03 -0.08 -0.01 0.22
H -0.217958 0.619717 -3.189721 0.02 -0.08 -0.06 0.25
S -1.769763 2.800311 -2.413707 0.29 -0.17 -0.11 -0.17
C -0.507413 3.948659 -2.762227 0.00 0.22 -0.23 -0.28
C -0.656699 4.736051 -3.968117 -0.02 -0.23 0.36 0.28
N -0.797758 5.339825 -4.937293 0.00 0.02 -0.06 -0.35
C 0.591612 4.132445 -1.987738 0.24 0.19 -0.12 -0.29
S 0.909764 3.230717 -0.527091 0.02 -0.12 0.11 -0.20
C 1.594933 5.098259 -2.369323 -0.30 -0.29 0.03 0.28
N 2.412557 5.848660 -2.674599 0.06 0.05 0.03 -0.36
O -3.109863 0.907802 2.474549 -0.01 -0.03 -0.01 -0.99
S -3.414268 1.545427 1.209512 0.58 0.41 -0.33 2.23
O -4.692317 2.187190 1.101765 -0.07 -0.10 0.01 -0.95
O -2.284136 2.585341 0.894576 -0.17 -0.66 0.38 -0.98
S -3.036200 0.276389 -0.357769 -0.21 -0.24 0.32 -0.54


3.
34
Properties=species:S:1:pos:R:3:forces:R:3:nbo_charge:R:1 method="wB97M-V/def2-TZVPD" homo_ev=-10.30 e_above_lowest_kcal_mol=83.0 total_charge=0 homo_lumo_gap_ha=0.30346
C 1.183261 -2.076649 -1.072704 0.05 -0.49 0.06 -0.21
C 1.621605 -3.190939 -1.176141 -0.10 0.33 -0.08 -0.07
C 2.137049 -4.552906 -1.330408 0.22 0.07 0.30 -0.14
O 3.050137 -4.744329 -2.421603 -0.27 -0.19 0.01 -0.52
C 3.173298 -3.763677 -3.348835 0.02 0.38 0.14 0.65
O 3.064043 -3.971658 -4.510992 0.15 -0.22 -0.44 -0.53
H 0.732982 -1.115780 -0.952495 0.10 -0.01 -0.03 0.26
H 2.657748 -4.847039 -0.417002 0.01 0.00 -0.07 0.22
H 1.306586 -5.247678 -1.475862 0.02 0.09 -0.07 0.22
H 3.441534 -2.776932 -2.947205 -0.14 -0.06 0.18 0.12
C -3.358451 2.006837 -2.190870 0.02 0.00 0.01 -0.21
C -2.083349 1.816922 -1.864146 -0.02 0.02 0.00 -0.23
C -1.675285 0.671235 -1.019211 0.01 -0.02 0.02 0.50
O -0.508827 0.499974 -0.716583 -0.08 0.13 -0.06 -0.54
C -2.728143 -0.259041 -0.549786 -0.02 -0.01 -0.01 -0.25
C -4.003696 -0.070521 -0.875374 0.02 0.00 0.01 -0.20
C -4.420831 1.077715 -1.722794 0.00 0.00 0.00 0.47
O -5.580838 1.249451 -2.020869 0.00 0.00 0.00 -0.47
H -3.686394 2.834682 -2.806214 -0.02 -0.01 0.00 0.24
H -1.290831 2.477253 -2.192612 0.01 -0.01 0.01 0.24
H -2.396861 -1.086774 0.064555 0.02 0.00 0.00 0.24
H -4.794272 -0.732725 -0.546696 -0.02 0.01 -0.01 0.24
C 1.727854 1.910263 4.310705 0.00 0.02 0.00 -0.23
C 1.422637 3.164833 3.991813 0.01 -0.02 0.01 -0.23
C 0.851131 3.504313 2.663161 0.00 0.00 0.00 0.49
O 0.573539 4.647811 2.371817 -0.01 0.00 0.00 -0.49
C 0.633576 2.390459 1.706882 -0.01 0.00 -0.01 -0.24
C 0.936535 1.135184 2.024168 0.04 -0.01 0.05 -0.22
C 1.508132 0.795563 3.352499 -0.01 0.01 0.00 0.48
O 1.782763 -0.347517 3.646767 0.00 0.00 0.00 -0.49
H 2.145378 1.636993 5.271440 0.00 -0.02 -0.01 0.23
H 1.572016 3.993637 4.672074 -0.01 0.01 -0.01 0.23
H 0.220067 2.659235 0.743403 0.01 0.01 0.00 0.23
H 0.785907 0.311804 1.339118 0.00 0.00 0.01 0.24


4.
45
Properties=species:S:1:pos:R:3:forces:R:3:nbo_charge:R:1 method="wB97M-V/def2-TZVPD" homo_ev="-4.65 / -4.70" e_above_lowest_kcal_mol=7.5 spin_multiplicity=2 total_charge=-1 homo_lumo_gap_ha="0.21824 / 0.22259"
Re -0.823070 -0.695820 -0.166354 0.43 0.46 -1.48 1.01
O 2.979154 3.305715 -0.044620 0.02 0.01 0.02 -0.68
C 3.684879 2.183581 -0.246495 -0.04 -0.03 0.03 0.36
C 5.076503 2.283558 -0.224682 0.01 -0.01 0.00 -0.28
C 5.864798 1.165381 -0.409754 -0.01 0.02 0.00 -0.17
C 5.287046 -0.082536 -0.625622 -0.03 -0.01 0.00 -0.27
C 3.910218 -0.185306 -0.663081 0.08 -0.03 -0.05 -0.16
C 3.091796 0.927898 -0.477357 -0.10 -0.12 -0.28 -0.16
C 1.628332 0.753293 -0.525179 -0.30 0.26 0.23 0.56
O 1.123085 -0.418268 -0.867597 -0.64 -0.28 0.70 -0.73
N 0.886133 1.748795 -0.151319 -0.33 -0.16 -0.25 -0.44
N -0.472221 1.389592 -0.106090 -0.09 -0.19 0.12 -0.40
C -1.298671 2.374259 0.033527 -0.18 0.02 0.22 -0.05
S -3.009752 2.108817 0.147718 0.35 0.03 -0.04 0.45
C -3.380610 3.799656 0.666639 -0.06 0.05 0.03 -0.55
C -2.415083 4.726555 -0.040565 -0.05 0.04 0.00 -0.53
S -0.749244 4.030329 0.121690 0.06 0.06 -0.04 0.30
H 2.023471 3.060360 -0.011767 0.05 -0.02 -0.03 0.51
H 5.510748 3.259027 -0.050884 0.00 0.00 0.00 0.22
H 6.942850 1.265172 -0.382482 0.00 0.00 0.00 0.21
H 5.905378 -0.958891 -0.764132 0.00 0.00 -0.01 0.21
H 3.434546 -1.139709 -0.843304 0.00 0.00 0.00 0.22
H -3.298387 3.883634 1.750407 0.05 -0.04 0.00 0.22
H -4.413728 3.982789 0.372303 -0.01 -0.02 -0.04 0.26
H -2.401909 5.720658 0.406397 0.01 -0.01 0.01 0.23
H -2.660059 4.813715 -1.098671 0.01 -0.02 0.00 0.23
Se -6.115682 -2.202584 -2.149807 0.00 -0.19 -0.14 -0.68
Sb -5.679631 -0.317548 -0.791138 -0.55 -0.11 0.02 1.06
Se -2.688748 -0.677528 -1.516296 1.37 -0.04 0.08 -0.17
Se -6.121662 1.856449 -1.607747 0.02 0.40 -0.14 -0.72
Se -5.455591 -0.588174 1.541377 0.08 -0.04 0.40 -0.69
Br -3.243730 -3.251447 0.692601 -0.01 -0.11 0.20 0.20
C -1.512156 -3.811234 0.276683 0.06 0.33 -0.09 0.15
C -1.236070 -5.170520 0.285798 0.18 -0.15 -0.01 -0.26
C 0.037100 -5.604138 -0.028967 -0.20 -0.04 0.06 -0.14
C 0.999647 -4.664235 -0.354251 0.10 0.10 -0.02 -0.27
C 0.648158 -3.332532 -0.358966 0.07 -0.02 0.02 0.07
N -0.583847 -2.889350 -0.045506 -0.28 -0.05 -0.23 -0.49
H -2.027241 -5.859675 0.537618 0.00 -0.01 0.01 0.24
H 0.270151 -6.660767 -0.025016 -0.01 -0.01 0.00 0.22
H 2.009263 -4.950199 -0.611142 0.01 0.01 -0.01 0.22
H 1.359658 -2.561543 -0.627354 -0.04 -0.07 0.01 0.23
S -0.779553 -0.979486 4.417950 0.07 -0.02 0.47 -0.12
C -1.049058 -0.858836 2.862941 -0.21 -0.02 -0.13 0.21
N -1.257230 -0.778929 1.702482 0.12 0.02 0.34 -0.63


5.
38
Properties=species:S:1:pos:R:3:forces:R:3:nbo_charge:R:1 method="wB97M-V/def2-TZVPD" homo_ev=-7.83 e_above_lowest_kcal_mol=0.0 total_charge=0 homo_lumo_gap_ha=0.28108
C 1.137193 2.759713 4.178134 0.12 0.21 0.21 -0.25
H 2.229102 2.781938 4.121687 -0.05 -0.03 0.00 0.18
O 0.573729 2.150337 3.035101 -0.13 -0.20 -0.25 -0.53
C 0.795904 0.831962 2.789931 0.02 -0.33 -0.12 0.40
C 1.652006 0.051375 3.564376 -0.03 0.32 0.06 -0.30
C 1.850026 -1.287711 3.286348 -0.14 -0.12 -0.20 -0.19
C 1.175797 -1.869717 2.226981 0.08 -0.16 0.01 -0.11
C 0.312583 -1.120865 1.453520 0.06 0.04 0.07 -0.16
C 0.115554 0.232620 1.711133 0.20 -0.12 0.31 -0.22
C -0.859748 0.902769 0.800750 -0.22 -0.07 -0.04 0.68
O -1.691266 0.272462 0.186661 0.05 -0.03 0.23 -0.57
N -0.709175 2.266900 0.683962 0.20 0.00 -0.16 -0.67
C -1.543872 3.120330 -0.013962 -0.34 0.31 -0.03 0.29
N -2.081002 2.743880 -1.187640 -0.21 0.02 0.24 -0.57
C -1.706015 1.713382 -2.058908 0.13 -0.44 -0.62 0.16
C -2.694037 1.147055 -2.864855 0.15 0.23 0.30 -0.23
C -2.402382 0.143072 -3.772506 0.36 -0.12 -0.07 -0.24
C -1.091397 -0.280230 -3.860018 -0.17 0.50 0.45 0.18
C -0.088975 0.305300 -3.064301 -0.68 0.16 0.00 0.13
C -0.373824 1.312515 -2.168257 -0.10 -0.03 -0.24 -0.27
H 0.401495 1.770612 -1.575464 0.07 0.07 0.05 0.23
N 1.093301 -0.314497 -3.398002 0.13 0.07 0.11 -0.59
C 0.880773 -1.272944 -4.371792 0.20 -0.18 -0.16 0.76
O 1.706216 -1.987512 -4.881070 0.33 -0.29 -0.19 -0.62
N -0.471990 -1.231612 -4.640007 -0.10 -0.15 -0.14 -0.61
H -0.919270 -1.834041 -5.309056 0.18 0.00 0.03 0.43
H 1.998266 -0.124069 -3.004020 -0.02 -0.11 -0.11 0.43
H -3.176101 -0.294206 -4.382641 -0.10 -0.04 -0.07 0.22
H -3.711291 1.491316 -2.761368 -0.13 0.03 0.05 0.22
H -2.843761 3.332413 -1.498897 0.27 0.04 0.13 0.43
S -1.860677 4.607024 0.624704 -0.07 0.41 0.17 -0.21
H -0.195846 2.727100 1.429954 -0.13 -0.07 -0.13 0.45
H -0.234258 -1.564286 0.634725 -0.03 -0.02 -0.02 0.26
Br 1.438038 -3.711558 1.838296 -0.03 0.18 0.03 0.06
H 2.522089 -1.873054 3.894258 0.05 -0.04 0.04 0.23
H 2.179724 0.486382 4.397368 0.03 0.07 0.07 0.23
H 0.821481 2.255782 5.095004 0.01 -0.02 -0.06 0.19
H 0.754387 3.778978 4.175711 0.06 -0.08 0.04 0.22


6.
38
Properties=species:S:1:pos:R:3:forces:R:3:nbo_charge:R:1 method="wB97M-V/def2-TZVPD" homo_ev=-8.62 e_above_lowest_kcal_mol=87.8 total_charge=0 homo_lumo_gap_ha=0.32459
C 7.155206 -0.764025 0.490722 -0.12 -0.26 0.08 -0.66
C 5.757089 -1.016056 0.069767 -0.49 0.70 -0.51 0.33
C 4.848657 -0.261361 -0.615680 0.25 -0.53 0.34 -0.33
C 3.703096 -1.098779 -0.678128 0.99 -0.47 0.64 0.05
N 3.934542 -2.244902 -0.079183 -1.34 -0.07 -0.48 -0.09
O 5.195235 -2.197620 0.382187 0.84 0.20 0.24 -0.26
C 2.454940 -0.787983 -1.313320 -0.51 0.57 -0.55 0.42
N 2.198879 0.269636 -2.023603 1.65 -0.30 0.67 -0.26
N 0.930404 0.174442 -2.445219 -1.61 -0.38 -0.22 -0.30
C 0.468103 -0.943402 -1.971102 0.15 0.41 -0.16 0.27
S -1.106399 -1.601260 -2.219678 -0.20 -0.42 -0.13 0.32
C -1.206228 -2.651566 -0.725921 0.33 0.10 -0.27 -0.63
C -0.957755 -1.849222 0.545925 -0.01 -0.39 -0.06 0.56
O -0.139844 -2.234683 1.348119 -0.08 0.03 -0.05 -0.51
C -1.716212 -0.597689 0.715366 -0.18 0.57 0.39 -0.20
C -2.921292 -0.343279 0.065045 0.09 0.19 0.25 -0.21
C -3.580769 0.858831 0.258016 0.05 0.05 0.20 0.27
C -3.013266 1.845198 1.078628 0.09 -0.23 -0.12 0.24
C -1.826076 1.574530 1.753297 -0.25 0.09 -0.11 -0.24
C -1.193239 0.364643 1.584678 -0.02 -0.18 -0.17 -0.15
H -0.271499 0.147058 2.101737 0.07 -0.02 0.04 0.24
H -1.419461 2.338592 2.395876 0.06 0.11 0.07 0.23
O -3.588088 3.068575 1.241160 0.21 -0.16 0.24 -0.47
C -4.604199 3.350067 0.300931 -0.43 -0.17 -0.37 -0.10
C -5.518189 2.137594 0.137959 -0.02 0.50 0.25 -0.10
H -6.314145 2.333231 -0.581500 0.05 0.03 0.10 0.20
O -4.785988 1.040970 -0.363703 0.22 -0.19 -0.18 -0.49
H -5.955837 1.880227 1.112430 0.01 0.02 -0.11 0.18
H -5.150143 4.212791 0.684674 0.02 -0.08 -0.08 0.20
H -4.153621 3.597731 -0.669283 -0.04 0.01 0.11 0.18
H -3.389741 -1.065557 -0.582885 -0.07 -0.08 -0.09 0.22
H -2.211396 -3.071507 -0.734886 -0.04 -0.01 -0.04 0.25
H -0.471026 -3.453930 -0.797193 -0.15 0.06 0.12 0.26
O 1.383983 -1.611914 -1.242850 0.20 -0.05 0.01 -0.39
H 4.945264 0.722029 -1.019952 0.11 0.26 -0.07 0.25
H 7.466341 0.222824 0.163327 0.02 0.03 -0.01 0.23
H 7.815839 -1.514491 0.059827 0.09 0.01 -0.02 0.24
H 7.236838 -0.829745 1.574415 0.05 0.04 0.05 0.24